No. 1
98
Properties=species:S:1:pos:R:3:forces:R:3 method="wB97M-V/def2-TZVPD" orbital_gap_ev=7.50 de_lowest_ev=4.970 homo_energy_ha=-0.577 lumo_energy_ev=-8.20 charge=+3 mol_weight_da=801.66
In 0.403 0.740 0.665 -0.05 0.49 0.03
C -2.808 5.601 -3.656 -0.03 -0.05 0.14
C -2.452 4.452 -2.741 -0.07 0.15 -0.19
C -3.264 3.332 -2.634 -0.17 -0.01 -0.09
C -2.928 2.227 -1.847 0.01 -0.06 0.03
C -3.910 1.167 -1.734 0.02 0.28 0.01
N -3.694 -0.100 -1.790 0.25 -0.30 -0.10
C -2.478 -0.740 -2.336 -0.03 -0.17 0.25
C -1.575 -1.464 -1.334 -0.07 -0.01 0.03
C -1.747 -2.981 -1.155 0.16 -0.03 -0.03
N -0.502 -3.730 -0.936 -0.18 0.26 0.12
C 0.541 -3.443 -0.035 -0.12 0.22 -0.01
C 0.334 -3.492 1.541 -0.10 -0.08 -0.03
C 1.060 -4.993 3.502 0.03 -0.10 -0.18
C 1.170 -4.164 4.545 -0.01 0.04 0.26
C 1.081 -4.688 5.963 0.04 0.09 -0.10
C 1.403 -2.725 4.444 0.00 -0.25 0.29
C 1.329 -1.857 3.418 -0.04 0.14 -0.23
C 1.459 -0.453 3.809 -0.04 -0.08 0.04
N 1.247 0.593 3.101 -0.04 0.39 0.04
C 1.438 1.855 3.878 -0.01 -0.13 -0.06
C 0.680 3.021 3.297 -0.03 -0.02 -0.16
C 1.267 3.503 1.968 -0.14 -0.08 -0.20
N 0.492 2.932 0.846 0.33 0.04 0.22
C -0.027 3.734 -0.018 -0.16 -0.08 0.22
C -1.006 3.440 -1.039 0.13 -0.04 0.03
C -1.356 4.490 -1.900 0.14 0.15 0.05
C -1.754 2.235 -1.035 -0.11 0.01 0.20
O -1.508 1.252 -0.219 0.07 -0.14 -0.24
C 0.914 -2.114 1.996 -0.24 0.22 0.20
O 1.191 -2.123 -0.256 0.07 -0.06 -0.02
H -3.153 5.242 -4.625 0.04 -0.01 0.03
H -1.953 6.258 -3.818 -0.02 -0.05 0.01
H -3.611 6.208 -3.228 0.06 -0.07 -0.01
H -4.193 3.306 -3.201 0.09 -0.01 0.06
H -4.951 1.453 -1.594 0.03 0.00 0.04
H -4.489 -0.703 -1.621 -0.11 -0.08 -0.07
H -1.927 0.058 -2.816 0.08 0.18 -0.10
H -2.828 -1.419 -3.113 -0.05 -0.02 -0.07
H -1.711 -0.976 -0.377 0.10 0.04 -0.04
H -0.547 -1.281 -1.647 0.04 0.03 -0.06
H -2.198 -3.429 -2.041 0.04 -0.01 -0.06
H -2.438 -3.172 -0.341 -0.08 -0.07 -0.02
H -0.118 -4.070 -1.803 -0.06 -0.13 0.00
H 1.306 -4.173 -0.263 0.14 -0.10 -0.04
H 0.909 -6.047 3.718 0.00 0.09 -0.04
H 0.936 -5.766 5.981 -0.01 0.03 -0.02
H 0.254 -4.223 6.505 0.04 -0.01 -0.04
H 2.000 -4.461 6.513 -0.06 -0.01 -0.06
H 1.636 -2.267 5.404 0.01 -0.07 -0.04
H 1.734 -0.308 4.858 0.02 -0.07 -0.04
H 2.503 2.090 3.897 0.09 -0.01 -0.01
H 1.128 1.703 4.911 -0.03 -0.12 0.05
H 0.677 3.834 4.021 0.08 0.02 0.00
H -0.364 2.735 3.146 -0.08 0.10 0.04
H 2.308 3.179 1.872 0.00 0.02 0.00
H 1.259 4.590 1.917 -0.04 0.09 -0.13
H 0.225 4.792 0.084 0.01 0.02 -0.03
H -0.753 5.397 -1.876 -0.06 -0.10 0.02
N 2.482 -0.550 0.850 -0.49 -0.41 0.01
C 1.949 -1.919 0.927 0.18 -0.03 -0.06
C 2.979 -3.020 1.193 0.12 0.08 0.06
C 2.640 -4.205 1.712 -0.07 0.09 -0.01
C 1.199 -4.637 2.044 0.08 0.04 0.14
C -1.048 -2.926 1.910 0.06 -0.17 0.03
C -2.395 -3.083 2.137 -0.08 0.06 -0.06
C -3.119 -1.873 2.207 0.05 -0.06 0.02
C -2.517 -0.637 2.016 0.15 0.08 0.02
N -1.171 -0.495 1.876 0.20 -0.28 -0.20
C -0.527 -1.646 1.880 0.00 0.10 0.18
H 2.968 -0.330 1.714 -0.01 0.07 0.03
H 3.157 -0.500 0.095 0.08 0.02 -0.06
H 4.021 -2.800 0.968 -0.12 -0.07 0.02
H 3.416 -4.937 1.911 -0.07 0.04 -0.04
H 0.983 -5.534 1.457 0.04 -0.02 0.03
H -2.892 -4.042 2.230 0.01 0.06 0.01
H -4.186 -1.893 2.397 0.08 -0.01 -0.01
H -3.103 0.273 2.011 0.05 -0.01 -0.04
C 2.642 -0.362 -2.425 0.01 0.00 0.02
P 1.656 1.047 -1.807 -0.03 -0.04 0.06
C 2.937 2.289 -1.445 -0.01 -0.02 -0.05
C 0.875 1.595 -3.346 0.00 0.09 -0.01
C 0.228 0.645 -4.137 -0.04 -0.03 -0.05
C -0.297 0.997 -5.372 -0.01 0.00 0.00
C -0.172 2.304 -5.831 -0.01 -0.01 -0.02
C 0.485 3.250 -5.056 0.00 0.02 0.03
C 1.008 2.899 -3.817 -0.09 0.05 -0.01
H 3.110 -0.049 -3.359 0.00 0.00 0.00
H 2.012 -1.228 -2.608 0.02 -0.02 0.03
H 3.431 -0.653 -1.734 0.02 -0.02 -0.06
H 3.593 2.403 -2.309 0.03 0.02 0.01
H 3.533 1.956 -0.594 0.02 0.02 0.01
H 2.503 3.257 -1.197 0.00 -0.02 0.01
H 0.176 -0.390 -3.813 -0.04 0.02 -0.02
H -0.777 0.249 -5.992 0.03 0.04 0.04
H -0.563 2.576 -6.804 0.03 -0.02 0.08
H 0.608 4.263 -5.424 0.00 -0.07 0.03
H 1.533 3.650 -3.236 -0.03 -0.04 -0.04


No. 2
78
Properties=species:S:1:pos:R:3:forces:R:3 method="wB97M-V/def2-TZVPD" orbital_gap_ev=9.21 de_lowest_ev=0.367 homo_energy_ha=-0.312 lumo_energy_ev=0.72 charge=0 mol_weight_da=566.66 smiles="CCOP(=S)(OCC)N1CCOCCOCCN(P(=S)(OCC)OCC)CCOCCOCC1"
C 6.542 1.806 1.278 -0.03 -0.27 -0.15
C 6.892 0.528 0.536 0.47 0.17 0.44
O 5.899 0.170 -0.411 -0.60 -0.33 -0.25
P 4.518 -0.526 0.076 0.64 0.30 -0.17
S 4.802 -1.766 1.542 -0.23 0.38 -0.33
O 4.066 -1.112 -1.350 0.00 0.46 0.50
C 4.370 -2.460 -1.687 0.15 -0.57 -0.21
C 5.834 -2.641 -2.046 -0.24 0.15 0.11
N 3.538 0.813 0.326 0.47 -0.95 -0.05
C 2.455 0.667 1.274 -0.47 -0.35 0.32
C 1.296 -0.160 0.726 0.12 0.32 0.13
O 1.837 -1.402 0.329 -0.27 0.03 0.22
C 0.997 -2.179 -0.485 -0.39 -0.10 0.09
C -0.335 -2.552 0.186 0.36 -0.04 -0.17
O -1.278 -1.504 0.150 0.03 0.24 0.10
C -2.033 -1.420 -1.039 -0.19 0.09 -0.23
C -2.536 0.009 -1.247 0.38 -0.48 -0.38
N -3.407 0.481 -0.190 -0.90 -0.62 0.01
P -4.853 -0.322 0.013 -0.29 0.29 0.17
S -5.674 -1.035 -1.602 0.41 0.15 0.44
O -4.544 -1.332 1.216 0.29 0.37 -0.54
C -5.524 -2.255 1.693 -0.35 -0.38 0.11
C -5.406 -3.591 0.978 0.05 0.31 0.04
O -5.804 0.720 0.793 0.53 -0.55 0.08
C -6.693 1.561 0.070 -0.46 0.41 -0.35
C -5.972 2.742 -0.553 -0.04 -0.28 0.15
C -2.757 1.009 0.999 0.18 0.62 0.10
C -2.243 2.431 0.774 -0.25 -0.05 0.27
O -1.044 2.411 0.029 0.18 -0.21 0.02
C -0.534 3.699 -0.218 0.27 0.13 -0.25
C 0.814 3.582 -0.919 -0.35 0.15 0.06
O 1.816 3.412 0.056 -0.20 -0.10 0.19
C 3.096 3.110 -0.455 0.23 -0.12 -0.21
C 3.293 1.639 -0.842 0.03 0.51 0.01
H 6.383 2.620 0.574 -0.01 0.13 -0.03
H 7.351 2.070 1.954 0.08 0.07 0.08
H 5.631 1.653 1.852 -0.02 0.09 0.10
H 7.814 0.648 -0.041 -0.10 -0.04 0.09
H 7.015 -0.295 1.251 0.09 0.12 -0.18
H 4.113 -3.105 -0.838 -0.07 0.06 -0.15
H 3.723 -2.696 -2.536 0.06 0.00 0.13
H 6.450 -2.457 -1.168 0.10 -0.03 0.01
H 6.120 -1.941 -2.827 0.06 0.03 -0.09
H 6.005 -3.657 -2.392 0.04 -0.12 -0.04
H 2.099 1.657 1.563 0.00 -0.11 0.07
H 2.866 0.148 2.143 -0.12 0.14 0.04
H 0.538 -0.291 1.507 -0.02 0.08 -0.08
H 0.820 0.346 -0.124 -0.07 -0.04 0.03
H 1.563 -3.088 -0.700 -0.06 0.01 -0.06
H 0.793 -1.650 -1.430 0.02 -0.08 0.03
H -0.151 -2.760 1.244 0.03 -0.09 -0.08
H -0.744 -3.454 -0.287 0.00 0.00 0.04
H -2.899 -2.099 -0.975 0.18 -0.01 -0.08
H -1.433 -1.711 -1.911 -0.02 0.01 0.02
H -3.098 0.032 -2.185 0.18 0.03 0.02
H -1.693 0.700 -1.303 -0.06 -0.08 -0.11
H -6.526 -1.835 1.559 0.08 0.01 0.08
H -5.323 -2.365 2.763 -0.09 0.06 -0.14
H -6.112 -4.299 1.403 -0.07 -0.11 0.06
H -5.623 -3.465 -0.080 -0.01 -0.04 -0.03
H -4.397 -3.982 1.088 0.09 -0.09 0.03
H -7.438 1.891 0.799 0.07 -0.06 -0.10
H -7.185 0.970 -0.713 0.00 0.10 0.22
H -5.232 2.378 -1.263 0.05 0.09 -0.09
H -6.686 3.373 -1.075 -0.06 0.10 -0.06
H -5.472 3.327 0.215 0.06 0.11 0.04
H -1.924 0.368 1.294 -0.09 0.01 0.10
H -3.499 1.029 1.797 0.17 0.08 0.08
H -2.059 2.907 1.750 -0.01 -0.02 -0.06
H -3.001 3.022 0.238 0.03 -0.06 0.10
H -1.236 4.265 -0.850 0.08 -0.04 0.07
H -0.394 4.244 0.727 -0.03 0.02 -0.08
H 0.775 2.731 -1.610 -0.01 0.05 -0.01
H 1.014 4.496 -1.501 -0.03 -0.10 0.04
H 3.307 3.746 -1.328 0.01 -0.01 0.06
H 3.795 3.365 0.346 0.05 -0.02 -0.14
H 2.428 1.286 -1.414 0.04 -0.03 -0.07
H 4.176 1.552 -1.479 -0.14 0.15 -0.09


No. 3
71
Properties=species:S:1:pos:R:3:forces:R:3 method="wB97M-V/def2-TZVPD" orbital_gap_ev="3.66 / 3.30" homo_energy_ha="-0.641 / -0.641" lumo_energy_ev="-13.78 / -14.15" charge=+4 mol_weight_da=691.70
P 3.820 -0.627 0.055 3.57 -0.64 -1.56
C 4.790 -0.912 1.578 -1.51 0.52 0.41
H 5.655 -1.564 1.402 -0.31 0.05 -0.12
H 4.057 -1.325 2.293 0.69 -0.19 0.04
H 5.076 0.078 1.952 0.12 -0.21 -0.05
C 4.034 -2.057 -1.095 -1.58 -0.40 0.17
H 3.739 -1.752 -2.110 0.23 0.10 0.31
H 3.330 -2.853 -0.810 0.51 -0.13 -0.01
H 5.068 -2.444 -1.133 -0.29 0.31 0.35
C 4.733 0.598 -0.985 -1.39 0.99 0.34
H 5.778 0.294 -1.184 -0.42 -0.05 0.41
H 4.649 1.586 -0.508 0.52 -0.22 -0.13
H 4.198 0.696 -1.943 0.26 -0.14 0.19
P -1.084 3.911 -0.556 -0.10 0.38 -1.24
C -1.303 5.164 0.747 0.10 -0.75 0.04
H -1.799 6.068 0.364 0.26 -0.23 0.33
H -0.310 5.343 1.178 -0.31 0.32 -0.07
H -1.891 4.636 1.510 -0.07 0.57 -0.01
C 0.020 4.748 -1.779 0.33 -0.03 0.28
H 0.114 4.146 -2.700 -0.22 0.22 0.17
H 1.032 4.801 -1.354 -0.20 0.28 -0.12
H -0.349 5.762 -2.023 0.29 -0.50 0.03
C -2.636 4.032 -1.555 -0.15 -0.36 0.41
H -2.853 5.085 -1.821 -0.06 -0.62 0.13
H -3.452 3.564 -0.983 0.04 0.50 -0.20
H -2.534 3.421 -2.466 0.07 0.30 0.08
P -2.917 -2.279 0.268 -1.01 -2.74 -1.92
C -3.922 -3.053 1.575 0.67 1.02 0.79
H -4.626 -3.793 1.170 0.22 0.26 -0.05
H -4.424 -2.216 2.085 -0.28 -0.46 -0.13
H -3.230 -3.478 2.314 -0.22 -0.14 -0.20
C -3.994 -2.109 -1.219 -0.10 1.27 0.06
H -4.735 -2.929 -1.288 0.37 0.38 0.25
H -3.383 -2.097 -2.136 -0.09 -0.17 0.43
H -4.498 -1.131 -1.188 -0.27 -0.45 -0.02
C -1.790 -3.547 -0.476 1.12 0.45 0.55
H -2.321 -4.494 -0.700 0.00 0.54 0.39
H -0.919 -3.727 0.176 -0.45 -0.25 -0.13
H -1.378 -3.175 -1.430 -0.31 0.04 0.31
Pb 0.155 0.002 -2.807 -0.21 0.93 6.50
C 0.625 1.701 -0.145 1.66 0.61 1.90
O 1.259 2.010 0.768 -1.32 -0.65 -2.10
C -1.858 0.006 -0.085 -0.92 3.29 1.45
O -2.220 1.000 0.377 0.88 -3.26 -1.37
C -1.288 -0.103 -4.767 -0.74 -0.20 -1.22
C -0.628 -1.346 -4.686 -0.06 -0.49 -1.03
C 0.786 -1.392 -4.651 0.28 -0.69 -1.40
C 1.525 -0.195 -4.789 0.41 -0.18 -1.14
C 0.860 1.049 -4.853 0.49 0.43 -1.43
C -0.548 1.093 -4.858 -0.27 0.48 -1.20
H -2.379 -0.062 -4.814 0.28 -0.03 0.02
H -1.199 -2.276 -4.696 0.08 0.19 0.15
H 1.306 -2.354 -4.560 -0.22 0.36 -0.18
H 2.606 -0.227 -4.906 -0.07 -0.02 0.24
H 1.437 1.972 -4.972 -0.17 -0.26 0.06
H -1.056 2.046 -5.024 0.06 -0.18 0.30
N -0.547 -2.324 7.076 0.72 0.55 -0.25
C 0.547 -1.768 6.440 0.29 -0.77 1.71
O 1.701 -2.048 6.736 -1.13 0.47 -0.64
C 0.241 -0.932 5.245 0.25 0.40 -1.24
C -1.002 -0.934 4.608 -0.04 0.15 -0.57
C -1.083 -0.540 3.261 0.37 0.02 0.77
N -0.024 -0.155 2.541 0.04 -0.48 -0.15
C 1.149 -0.056 3.188 -0.42 0.12 0.98
C 1.312 -0.332 4.555 -0.33 0.06 -0.72
H -0.316 -2.804 7.932 0.02 -0.12 0.08
H -1.404 -1.796 7.117 -0.03 -0.03 0.01
H -1.920 -1.234 5.113 0.35 -0.19 -0.15
H -2.061 -0.573 2.769 0.27 0.15 0.05
H 2.028 0.262 2.622 -0.35 0.18 0.00
H 2.249 -0.061 5.040 -0.15 -0.66 0.01